Entry 1:
{
  "formula": "CH3N4P",
  "method": "ωB97M-V/def2-TZVPD",
  "e_tot_ha": -600.06106,
  "fmax_ev_per_a": 4.998,
  "gap_ev": [7.264, 7.469],
  "e_lumo_ev": [-1.98, -1.69],
  "charge": 0,
  "symbols": ["C", "N", "N", "N", "N", "P", "H", "H", "H"],
  "positions_angstrom": [[-0.45899, -0.71512, -1.04764], [-1.46587, -1.22645, -0.45517], [-1.79360, -0.54716, 0.62608], [-1.22016, 0.49696, 0.94668], [1.33047, 1.19662, 0.50125], [-0.04321, 0.91685, -0.24919], [0.06020, -1.15991, -1.81600], [1.57685, -0.08044, 1.70220], [2.01432, 1.11864, -0.20822]],
  "forces_ev_per_angstrom": [[0.9, 1.7, 2.2], [1.2, -1.5, -3.1], [-3.0, 0.7, 3.9], [1.0, 0.9, -0.2], [1.1, -2.4, 4.2], [-3.4, -0.8, -1.9], [0.6, -0.9, -2.0], [-0.2, 2.6, -2.6], [1.8, -0.1, -0.5]]
}

Entry 2:
{
  "formula": "CH3N4Si",
  "method": "ωB97M-V/def2-TZVPD",
  "e_tot_ha": -548.34800,
  "fmax_ev_per_a": 5.460,
  "gap_ev": 8.491,
  "e_lumo_ev": 3.55,
  "charge": -1,
  "symbols": ["C", "N", "N", "N", "N", "Si", "H", "H", "H"],
  "positions_angstrom": [[-2.54846, -0.00833, 0.10424], [-3.24085, 0.97712, -0.50366], [-3.27971, -0.97880, 0.53488], [-4.44283, 0.59138, -0.32484], [-4.50834, -0.57090, 0.27469], [-0.15689, 0.00463, -0.07905], [0.04162, 0.74810, 1.14074], [0.92388, 0.72465, -1.00427], [0.44841, -1.40804, 0.28928]],
  "forces_ev_per_angstrom": [[4.9, 1.1, -2.1], [2.5, 0.2, 0.4], [0.5, -1.5, 0.8], [-3.4, 0.2, -0.4], [-1.1, 0.0, 0.2], [-1.7, -0.9, 0.7], [0.4, 0.5, 0.7], [-1.5, -0.8, 0.3], [-0.6, 1.1, -0.6]]
}

Entry 3:
{
  "formula": "CH3N5",
  "method": "ωB97M-V/def2-TZVPD",
  "e_tot_ha": -313.57983,
  "smiles": "[H]/N=c1/nn[nH][nH]1",
  "fmax_ev_per_a": 3.836,
  "gap_ev": 9.859,
  "e_lumo_ev": 0.39,
  "charge": 0,
  "symbols": ["C", "H", "H", "H", "N", "N", "N", "N", "N"],
  "positions_angstrom": [[0.69103, -0.31922, -0.21593], [2.48514, 0.25474, 0.08603], [-2.12978, 0.78399, -0.37830], [0.18289, 1.49206, 0.46455], [1.85952, -0.52107, 0.15653], [-0.19298, -1.52950, -0.12998], [-1.37199, -1.16702, 0.05753], [-1.41767, 0.25403, 0.19898], [-0.10615, 0.75198, -0.23942]],
  "forces_ev_per_angstrom": [[-0.5, -3.0, 2.3], [0.3, 0.8, 0.3], [0.7, -1.6, 0.8], [-0.4, -1.3, -1.4], [1.6, -0.7, -1.1], [-1.2, 1.0, -0.4], [1.3, 1.2, -0.4], [0.0, 0.9, -1.3], [-1.8, 2.6, 1.2]]
}

Entry 4:
{
  "formula": "CH3N5",
  "method": "ωB97M-V/def2-TZVPD",
  "e_tot_ha": -313.52292,
  "smiles": "[H]/N=c1/nn[nH][nH]1",
  "fmax_ev_per_a": 4.953,
  "gap_ev": 9.250,
  "e_lumo_ev": -0.15,
  "charge": 0,
  "symbols": ["C", "H", "H", "H", "N", "N", "N", "N", "N"],
  "positions_angstrom": [[0.12832, 0.78735, -0.26545], [1.70612, 1.37129, 0.05009], [-0.85694, -1.96037, 0.79623], [1.22108, -0.33737, 0.82973], [0.81191, 1.79267, -0.01224], [-1.34425, 0.69627, -0.53832], [-1.60773, -0.46956, -0.64373], [-0.58430, -1.40246, -0.29009], [0.52579, -0.47782, 0.07379]],
  "forces_ev_per_angstrom": [[-2.5, -1.3, 2.0], [1.8, 0.5, 0.5], [0.4, 2.2, -4.4], [-1.2, -2.0, -0.3], [-0.4, 2.0, -1.2], [2.7, 1.9, -1.1], [-2.0, -2.8, 1.2], [1.4, -0.6, 4.7], [-0.1, 0.1, -1.4]]
}

Which value of charge does entry 2 give?
-1